## w
Below is C4H12N2O2 as an isolated structure, with properties calculated with ωB97M-V/def2-TZVPD.

Values from the calculation:
Frontier orbital gap   0.1719 hartree
Highest occupied orbital energy   -8.81 eV

```
20
Properties=species:S:1:pos:R:3:lowdin_charge:R:1
C 1.09 1.05 1.71 -0.100
C 0.66 1.72 0.42 -0.262
N -0.83 1.55 0.23 0.052
C -0.81 0.71 -1.17 -0.089
C -0.24 -0.80 -1.44 -0.592
N -0.27 -1.68 -0.39 0.221
O 0.81 -0.73 -2.14 0.046
H 0.40 1.18 2.54 0.080
H 0.91 -0.02 1.60 0.025
H 2.15 1.16 1.93 0.076
H 0.75 2.80 0.47 0.115
H 1.20 1.23 -0.37 0.090
H -1.32 0.64 0.01 0.043
H -1.81 0.77 -1.60 0.128
H -0.08 1.19 -1.81 0.113
H 0.39 -2.44 -0.43 0.135
H -0.92 -1.27 -2.21 0.257
H -0.65 -1.51 0.59 0.046
H -1.34 -2.03 2.46 -0.048
O -0.45 -1.71 2.20 -0.335
```

---

## x
Below is a 2-piece molecular cluster, C4H12N2O2 overall, with properties calculated with ωB97M-V/def2-TZVPD.

Values from the calculation:
Frontier orbital gap   0.3748 hartree
Highest occupied orbital energy   -9.50 eV
Structure (SMILES)   CCC(=O)NCN.O

```
20
Properties=species:S:1:pos:R:3:lowdin_charge:R:1
C -1.00 -0.01 2.23 -0.087
C -0.94 1.04 1.14 -0.180
C 0.37 0.98 0.39 -0.493
O 1.45 1.20 0.92 0.046
N 0.36 0.35 -0.83 0.071
C -0.67 0.34 -1.85 -0.284
N -1.06 -0.96 -2.31 0.016
H -0.43 0.29 3.11 0.081
H -2.01 -0.31 2.49 0.071
H -0.43 -0.92 1.95 0.081
H -1.80 1.12 0.47 0.096
H -1.06 2.02 1.61 0.116
H 1.27 0.01 -1.06 0.126
H -1.54 0.90 -1.50 0.105
H -0.29 0.90 -2.71 0.121
H -0.54 -1.31 -3.10 0.066
H -1.13 -1.68 -1.61 0.066
O 3.48 -1.42 0.05 -0.061
H 3.26 -0.57 0.44 0.016
H 2.70 -1.97 0.16 0.026
```

---

## y
Below is a 2-piece molecular cluster, C4H12N2O2 overall, with properties calculated with ωB97M-V/def2-TZVPD.

Values from the calculation:
Frontier orbital gap   0.3424 hartree
Highest occupied orbital energy   -8.67 eV
Structure (SMILES)   NCCNCC=O.O

```
20
Properties=species:S:1:pos:R:3:lowdin_charge:R:1
N 1.71 -1.22 -0.90 -0.051
C 1.10 -0.01 -1.52 -0.221
C -0.55 -0.01 -1.22 -0.229
N -0.82 0.82 -0.10 -0.064
C -2.28 0.69 0.27 -0.145
C -2.62 0.14 1.65 -0.228
O -1.86 0.26 2.57 0.055
H 2.54 -1.51 -1.37 0.039
H 1.85 -0.92 0.13 0.062
H 1.32 -0.01 -2.62 0.100
H 1.59 0.87 -1.12 0.081
H -0.83 -1.05 -1.01 0.098
H -1.14 0.32 -2.10 0.108
H -0.29 0.56 0.66 0.055
H -2.66 1.65 0.35 0.095
H -2.76 0.09 -0.46 0.093
H -3.56 -0.36 1.77 0.107
O 3.20 -0.07 1.31 -0.042
H 3.29 -0.84 2.00 0.128
H 2.77 0.58 1.72 -0.040
```

---

Relative energies, unit eV: w 10.795; x 0.000; y 2.371

---

## w
Below is a 2-piece molecular cluster, C4H12N2O2 overall, with properties calculated with ωB97M-V/def2-TZVPD.

Values from the calculation:
Frontier orbital gap   0.3671 hartree
Highest occupied orbital energy   -9.26 eV
Structure (SMILES)   CN(C)C(=O)CN.O

```
20
Properties=species:S:1:pos:R:3:lowdin_charge:R:1
C 0.38 -2.34 -0.63 -0.011
N 0.72 -0.91 -0.56 -0.142
C 1.70 -0.33 -1.48 -0.046
C 0.35 -0.21 0.53 -0.487
O -0.35 -0.70 1.40 0.031
C 0.67 1.29 0.63 -0.180
N -0.51 1.93 1.26 0.003
H -0.70 -2.38 -0.73 0.094
H 0.65 -2.81 0.31 0.088
H 0.96 -2.75 -1.45 0.079
H 1.21 0.37 -2.16 0.085
H 2.42 0.32 -0.99 0.084
H 2.10 -1.12 -2.11 0.084
H 0.76 1.85 -0.31 0.110
H 1.61 1.45 1.17 0.115
H -0.59 1.72 2.23 0.070
H -0.56 2.92 1.07 0.073
O -2.68 0.76 -0.86 -0.083
H -1.97 1.28 -0.43 0.004
H -2.83 0.09 -0.18 0.031
```

---

## x
Below is a 2-piece molecular cluster, C4H12N2O2 overall, with properties calculated with ωB97M-V/def2-TZVPD.

Values from the calculation:
Frontier orbital gap   0.3602 hartree
Highest occupied orbital energy   -9.09 eV
Structure (SMILES)   CN(C)C(=O)CN.O

```
20
Properties=species:S:1:pos:R:3:lowdin_charge:R:1
C -0.14 -2.21 -0.34 -0.026
N 0.37 -0.82 -0.34 -0.137
C 1.48 -0.58 -1.25 -0.070
C -0.03 -0.02 0.66 -0.472
O -1.12 -0.10 1.21 0.028
C 1.01 1.04 1.15 -0.178
N 1.24 2.12 0.21 0.008
H 0.57 -2.83 -0.88 0.080
H -1.02 -2.29 -1.00 0.088
H -0.39 -2.55 0.66 0.091
H 1.36 0.35 -1.78 0.071
H 2.49 -0.63 -0.80 0.094
H 1.48 -1.29 -2.09 0.088
H 1.96 0.56 1.37 0.116
H 0.53 1.41 2.08 0.117
H 0.52 2.82 0.13 0.074
H 2.18 2.44 0.25 0.066
O -2.65 0.36 -0.86 -0.079
H -1.83 0.77 -1.17 0.024
H -2.61 0.00 0.04 0.017
```

---

Relative energies, unit eV: w 0.000; x 0.418

---

## w
Below is a 3-piece molecular cluster, C4H11NO2 overall, with properties calculated with ωB97M-V/def2-TZVPD.

Values from the calculation:
Frontier orbital gap (spin up / spin down)   0.3251 / 0.2496 hartree
Highest occupied orbital energy (spin up / spin down)   -13.94 / -14.00 eV
Net charge   +1
2S+1   2

```
18
Properties=species:S:1:pos:R:3:mulliken_spin:R:1
N 1.15 3.01 1.13 0.150
C 1.28 1.74 0.56 0.154
C 1.37 0.55 1.17 0.192
C 0.87 -0.80 0.81 0.023
C 0.65 -1.71 1.80 0.406
H 1.77 3.71 0.76 0.010
H 1.42 3.01 2.12 -0.002
H 1.03 1.66 -0.51 0.017
H 1.96 0.77 2.10 0.000
H 0.19 -0.83 -0.05 0.016
H -0.33 -2.09 2.01 0.019
H 1.40 -2.03 2.52 0.016
H -3.35 0.76 -1.50 0.000
H -2.20 0.52 -2.50 0.000
O -2.79 1.20 -2.14 0.000
H -1.79 -3.12 -2.04 0.000
H -1.25 -3.57 -3.38 0.000
O -1.38 -2.78 -2.85 0.000
```

---

## x
Below is a 2-piece molecular cluster, C4H11NO2 overall, with properties calculated with ωB97M-V/def2-TZVPD.

Values from the calculation:
Frontier orbital gap (spin up / spin down)   0.4273 / 0.1935 hartree
Highest occupied orbital energy (spin up / spin down)   -15.38 / -14.12 eV
Net charge   +1
2S+1   2

```
18
Properties=species:S:1:pos:R:3:mulliken_spin:R:1
C -0.84 0.32 -1.80 0.086
C -0.46 -0.12 -0.43 -0.010
C -0.25 -1.58 -0.10 0.065
C 0.12 -1.71 1.40 -0.016
O -0.49 -2.41 2.17 0.239
N 0.94 0.44 -0.21 0.591
H -0.27 -0.14 -2.64 0.000
H -1.84 0.05 -2.20 0.014
H -0.85 1.42 -1.98 -0.006
H -1.09 0.33 0.37 -0.012
H -1.16 -2.20 -0.33 -0.004
H 0.62 -2.03 -0.72 0.003
H 0.82 -0.95 1.82 0.053
H 0.86 1.44 -0.04 -0.004
H 1.49 0.35 -1.05 -0.003
H 0.39 4.31 -0.85 0.000
H 1.15 3.97 0.36 0.000
O 0.73 3.52 -0.38 0.002
```

---

Relative energies, unit eV: w 0.483; x 0.000

---

## w
Below is an isolated ion of composition C4H11NO2 and charge +1, with properties calculated with ωB97M-V/def2-TZVPD.

Values from the calculation:
Frontier orbital gap (spin up / spin down)   0.4048 / 0.2063 hartree
Highest occupied orbital energy (spin up / spin down)   -14.36 / -14.32 eV
Net charge   +1
2S+1   2

```
18
Properties=species:S:1:pos:R:3:mulliken_spin:R:1
C 0.60 1.46 0.99 0.034
O 1.40 1.35 2.13 0.010
C 0.36 0.07 0.41 0.029
C -0.45 0.15 -0.90 0.084
C -1.04 -1.19 -1.41 0.001
O -2.46 -1.05 -1.44 0.004
N 1.62 -0.52 0.20 0.812
H 1.12 2.07 0.24 -0.007
H -0.36 1.92 1.20 0.001
H 1.00 1.78 2.89 0.001
H -0.23 -0.48 1.15 0.068
H -1.36 0.72 -0.70 0.004
H 0.16 0.67 -1.63 -0.008
H -0.70 -1.42 -2.41 0.001
H -0.80 -1.97 -0.69 0.001
H -2.85 -1.78 -0.94 0.000
H 2.32 -0.29 0.93 -0.014
H 1.67 -1.52 -0.02 -0.022
```

---

## x
Below is a 2-piece molecular cluster, C4H11NO2 overall, with properties calculated with ωB97M-V/def2-TZVPD.

Values from the calculation:
Frontier orbital gap (spin up / spin down)   0.4014 / 0.2368 hartree
Highest occupied orbital energy (spin up / spin down)   -15.44 / -15.44 eV
Net charge   +1
2S+1   2

```
18
Properties=species:S:1:pos:R:3:mulliken_spin:R:1
N -0.94 0.63 1.69 0.146
C -0.13 1.44 0.82 -0.029
C 1.05 0.71 0.17 0.053
C 0.73 0.61 -1.37 0.006
C 1.28 -0.83 0.56 0.012
O -0.39 2.68 0.82 0.811
H -0.93 -0.43 1.48 -0.009
H -2.00 0.96 1.63 -0.004
H 1.95 1.35 0.35 -0.002
H 0.62 -0.46 -1.63 -0.001
H 1.60 1.12 -1.92 0.004
H -0.17 1.12 -1.72 0.001
H 2.15 -1.02 -0.22 0.010
H 1.56 -0.95 1.65 -0.001
H 0.32 -1.42 0.32 0.002
H -1.71 -2.08 -1.55 0.000
H -2.86 -1.90 -0.28 0.000
O -2.11 -1.55 -0.81 0.000
```

---

Relative energies, unit eV: w 0.000; x 0.615

---

## w
Below is a 2-piece molecular cluster, CH4IP overall, with properties calculated with ωB97M-V/def2-TZVPD.

Values from the calculation:
Frontier orbital gap (spin up / spin down)   0.3444 / 0.1823 hartree
Highest occupied orbital energy (spin up / spin down)   -9.91 / -7.98 eV

```
7
Properties=species:S:1:pos:R:3:lowdin_charge:R:1
C -1.39 -0.37 -0.21 -0.368
P 0.24 0.05 -0.04 0.680
I 4.15 0.06 -0.02 -0.076
H -1.59 -1.28 0.14 -0.079
H -2.25 -0.02 -0.93 0.061
H 0.41 1.44 -0.21 -0.091
H 0.44 0.11 1.27 -0.127
```

---

## x
Below is one molecule with the formula CH4IP, with properties calculated with ωB97M-V/def2-TZVPD.

Values from the calculation:
Frontier orbital gap   0.2997 hartree
Highest occupied orbital energy   -8.13 eV

```
7
Properties=species:S:1:pos:R:3:lowdin_charge:R:1
C -1.31 -1.19 0.28 -0.822
P -0.03 0.06 0.12 0.583
I -2.99 0.24 -0.09 0.523
H -1.30 -1.85 -0.54 -0.124
H 1.48 -0.06 -0.18 -0.002
H -0.27 1.45 -0.44 -0.040
H 0.06 0.38 1.35 -0.119
```

---

Relative energies, unit eV: w 0.000; x 0.277